{"formula": "C7H17N", "method": "ωB97M-V with the def2-TZVPD basis set", "total_energy_ha": -331.4179, "homo_ha": -0.2806, "gap_ev": 7.38, "e_above_lowest_kcal_mol": 158.7, "spin_multiplicity": 1, "fmax_ev_per_a": 5.43, "elements": ["C", "C", "C", "N", "C", "C", "C", "C", "H", "H", "H", "H", "H", "H", "H", "H", "H", "H", "H", "H", "H", "H", "H", "H", "H"], "coordinates": [[1.86048, 0.70327, -0.96868], [2.75609, -0.06437, 0.04548], [0.86592, 1.58630, -0.43270], [-0.01641, 1.25956, 0.54868], [-2.59668, -1.04191, -1.46316], [-1.95756, 0.19730, -0.71030], [-0.73712, -0.01487, 0.18722], [-1.00189, -1.13319, 1.22288], [2.52459, 1.09411, -1.71177], [0.62332, 0.98858, -1.55877], [3.38339, 0.57321, 0.67777], [2.07795, -0.61802, 0.72580], [3.42320, -0.80544, -0.40026], [1.05276, 2.66299, -0.40731], [1.75397, 0.59060, 3.61297], [1.84617, 0.80906, 2.91328], [-2.07133, -1.21574, -2.40627], [-3.65414, -0.80695, -1.62232], [-2.52146, -1.91796, -0.84229], [-1.72638, 0.94881, -1.49100], [-2.78533, 0.62269, -0.14635], [0.07263, -0.46701, -0.37675], [-0.22467, -0.94787, 1.98198], [-1.02916, -2.15627, 0.88488], [-1.91834, -0.84689, 1.73700]], "atomic_forces_ev_per_a": [[1.04, 1.09, -0.15], [-2.12, -2.12, 0.08], [-0.01, 1.53, 5.21], [-1.29, 0.27, -2.44], [0.92, 1.22, 0.69], [-0.60, 0.36, -0.93], [1.85, -2.13, -0.89], [0.33, 2.79, 1.55], [-0.34, 0.78, -0.62], [0.97, -2.04, -0.57], [-0.43, 0.64, -0.42], [0.62, 0.16, -0.14], [-0.20, 0.11, -0.25], [0.12, 0.19, -0.76], [0.02, -0.05, 0.14], [-0.04, 0.05, -0.11], [-0.23, -0.10, 0.09], [0.26, -0.21, -0.23], [-0.10, -0.48, 0.12], [-0.01, -0.18, 0.38], [0.14, 0.28, 0.41], [-0.58, -0.90, -0.85], [-0.09, -0.73, -0.09], [0.10, -0.05, -0.36], [-0.34, -0.48, 0.16]], "nbo_charge": [-0.325, -0.617, -0.119, -0.461, -0.604, -0.401, -0.081, -0.626, 0.215, 0.324, 0.231, 0.223, 0.219, 0.215, -0.003, 0.001, 0.203, 0.212, 0.203, 0.192, 0.204, 0.157, 0.221, 0.216, 0.202]}